C8H20N2O2S | ωB97M-V/def2-TZVPD

Each line ends with the Mulliken charge.
Element x y z (Å)
1 C -1.4060 3.0377 -0.6435  -1.041
2 C -0.7227 2.0016 0.2532  0.527
3 C -1.8686 1.1135 0.7250  -0.888
4 C -2.7705 0.2488 -0.0599  -0.469
5 C 0.9470 -1.8879 -0.6387  -0.549
6 C 2.4770 -2.0229 -0.0813  -0.660
7 C 2.7592 -0.6130 0.5781  -0.624
8 C 3.1692 0.8904 -0.2497  -0.810
9 H -2.2447 2.5149 -1.3056  0.227
10 H -1.7085 3.8730 -0.0071  0.316
11 H -0.5686 3.2828 -1.2832  0.364
12 H 0.0988 1.3903 -0.3218  -0.486
13 H -0.3010 2.3433 1.2542  0.294
14 H -2.6340 1.9764 1.2282  0.250
15 H -1.4033 0.6074 1.6299  0.335
16 H -3.5284 -0.1435 0.8404  0.158
17 H -3.0872 0.8665 -0.9298  0.282
18 H -2.8535 -0.9181 -1.3767  0.261
19 H 0.3503 -1.5780 1.5873  0.394
20 H 0.6909 -3.0372 -0.9437  0.379
21 H 0.7746 -1.2681 -1.6593  0.184
22 H 2.4407 -2.8035 0.6886  0.347
23 H 3.1380 -2.0950 -0.8502  0.428
24 H 3.4961 -0.8746 1.4738  0.298
25 H 1.9078 -0.3254 1.1001  0.344
26 H 3.8325 1.6984 0.7474  0.214
27 H 3.9516 0.5878 -0.8469  0.406
28 H 2.1675 1.6443 -0.9508  0.160
29 N -2.2359 -0.8750 -0.6270  -0.096
30 N -0.0886 -1.4402 0.4850  -0.339
31 O -2.0883 -2.6458 1.2896  -0.658
32 O -1.2300 -3.2743 -1.0941  -0.638
33 S -1.4615 -2.2745 -0.0115  1.090

- E (Ha) = -974.65836
- strongest force on any atom (hartree/bohr) = 0.1238
- Kohn-Sham gap (eV) = 10.116
- LUMO energy (eV) = 0.632



C8H20N5O3 | ωB97M-V/def2-TZVPD

Each line ends with the Mulliken charge.
Element x y z (Å)
1 N 5.4813 2.9976 1.3389  -0.290
2 C 4.9004 4.1186 0.9678  0.414
3 O 3.8041 5.1362 0.8500  -0.178
4 N 2.9124 4.7532 -0.0823  -0.018
5 C 1.7730 4.0447 0.2774  0.244
6 N 0.5321 4.6401 0.9084  -0.328
7 N 1.7985 2.5455 -0.0599  -0.415
8 H 2.9976 4.9644 -1.1216  0.299
9 H 0.8007 5.2917 1.6863  0.354
10 H -0.0484 3.8338 1.2624  0.319
11 H 1.0846 2.4647 -0.8373  0.313
12 H 1.5260 1.9718 0.7721  0.301
13 C 0.3892 -4.2360 0.3464  -0.703
14 O -0.2583 -3.8457 -0.8551  -0.334
15 C -1.6831 -4.0065 -0.8117  -0.805
16 C -2.3821 -2.6365 -0.7806  -0.174
17 N -2.1773 -1.9622 0.5060  -0.302
18 C -2.5687 -0.5478 0.5025  -0.737
19 C -1.8180 0.3937 -0.4608  -0.574
20 O -0.4467 0.6066 -0.1201  -0.403
21 C 0.4369 -0.4016 -0.5876  -0.634
22 H 1.4669 -4.2577 0.1612  0.233
23 H 0.1992 -3.5107 1.1430  0.293
24 H 0.0707 -5.2326 0.6645  0.343
25 H -2.0035 -4.6414 0.0201  0.397
26 H -1.9647 -4.5119 -1.7410  0.395
27 H -3.4557 -2.7742 -0.9478  0.399
28 H -1.9804 -2.0420 -1.6079  0.146
29 H -1.1949 -2.0184 0.7585  0.052
30 H -2.4108 -0.1808 1.5248  0.366
31 H -3.6453 -0.4783 0.3089  0.418
32 H -2.2942 1.3804 -0.3747  0.348
33 H -1.9231 0.1067 -1.5105  0.384
34 H 0.1166 -0.8287 -1.5427  0.318
35 H 0.5406 -1.1824 0.1678  0.130
36 H 1.4244 0.0458 -0.7253  0.429

- E (Ha) = -815.73213
- strongest force on any atom (hartree/bohr) = 0.2328
- Kohn-Sham gap (eV) = 4.163
- LUMO energy (eV) = -6.992
- net charge = +1



C8H20N6 | ωB97M-V/def2-TZVPD

Each line ends with the Mulliken charge.
Element x y z (Å)
1 C 3.4293 1.2128 -0.3930  -0.606
2 C 1.9918 1.8111 -0.2790  -0.444
3 C 2.1466 -0.5025 0.3179  -0.716
4 C 0.2829 0.5716 1.1317  -0.386
5 C 1.5169 -1.3714 1.4248  0.145
6 C -1.3552 -0.4300 -0.5021  -0.591
7 C -2.9250 1.1205 -1.4846  0.285
8 C -4.2218 1.8035 -1.4451  -1.146
9 N 3.4536 0.0346 0.4649  -0.412
10 N 0.4139 -0.5350 1.8774  -0.116
11 N -2.6012 0.1568 -0.6778  -0.032
12 N 1.2539 0.6910 0.2610  0.285
13 N 0.9514 -2.6026 0.8622  -0.643
14 N -1.4299 -1.8606 -0.1168  -0.282
15 H 3.6193 0.8901 -1.4185  0.303
16 H 4.2029 1.9167 -0.1022  0.396
17 H 1.9550 2.6606 0.4051  0.363
18 H 1.6041 2.1185 -1.2507  0.280
19 H 2.0886 -1.0044 -0.6593  0.316
20 H -0.4009 1.3637 1.3856  0.410
21 H 2.2200 -1.5694 2.2453  0.513
22 H -0.7180 -0.3068 -1.3721  0.281
23 H -2.1884 1.4367 -2.2105  0.376
24 H -4.8611 1.4475 -0.6409  0.293
25 H -4.7406 1.6645 -2.3961  0.329
26 H -4.0805 2.8810 -1.3496  0.330
27 H 3.6965 0.2624 1.4242  0.344
28 H -0.1296 -0.7438 2.6992  0.202
29 H -3.3187 -0.1155 -0.0021  0.297
30 H 1.6002 -3.0315 0.2050  0.248
31 H 0.7917 -3.2901 1.5978  0.307
32 H -1.7262 -2.4743 -0.8893  0.385
33 H -2.0934 -1.9920 0.6526  0.383
34 H -0.4281 -2.2137 0.2350  0.300

- E (Ha) = -644.72694
- strongest force on any atom (hartree/bohr) = 0.0206
- Kohn-Sham gap (eV) = 8.188
- LUMO energy (eV) = -6.349
- net charge = +2



C8H20O3Si | ωB97M-V/def2-TZVPD

Each line ends with the Mulliken charge.
Element x y z (Å)
1 C -2.4605 1.8800 1.1050  -1.811
2 C -1.0075 1.7688 0.6141  2.131
3 C -0.2810 2.9488 1.3217  -1.849
4 C -0.9675 1.9711 -0.9108  -1.785
5 C -0.3960 0.3991 0.9647  -0.770
6 C -0.8230 -0.8025 0.0756  -0.706
7 C -0.2539 -2.2005 0.3865  -1.055
8 C 1.2506 -2.3227 0.4406  -0.698
9 Si 2.0444 -2.0055 -1.2167  0.644
10 O 1.1755 -2.7692 -2.3905  -0.513
11 O 3.6031 -2.6339 -1.2190  -0.578
12 O 2.1763 -0.3641 -1.5336  -0.444
13 H -2.4972 1.5980 2.1691  0.410
14 H -2.8943 2.8634 0.9883  0.445
15 H -3.1011 1.2006 0.5705  0.392
16 H -0.4905 3.9576 0.9714  0.427
17 H 0.7989 2.8930 1.1513  0.411
18 H -0.4260 2.9701 2.4134  0.365
19 H -1.1624 2.9840 -1.2046  0.470
20 H -1.6830 1.2921 -1.4067  0.347
21 H 0.0107 1.7079 -1.3399  0.266
22 H 0.6942 0.5453 0.9477  0.377
23 H -0.6496 0.2199 2.0301  0.312
24 H -1.8815 -0.7963 0.0306  0.553
25 H -0.4971 -0.5722 -0.9148  0.262
26 H -0.6968 -2.4805 1.3586  0.405
27 H -0.6904 -2.9594 -0.3115  0.316
28 H 1.6716 -1.6289 1.1780  0.370
29 H 1.5816 -3.2931 0.8029  0.418
30 H 1.5738 -2.7392 -3.2908  0.299
31 H 3.6877 -3.5776 -1.4287  0.310
32 H 2.5910 -0.0544 -2.3523  0.279

- E (Ha) = -832.19441
- strongest force on any atom (hartree/bohr) = 0.0407
- SMILES = CC(C)(C)CCCC[Si](O)(O)O
- Kohn-Sham gap (eV) = 10.733
- LUMO energy (eV) = 0.342